Below is 2 unconnected molecules or ions with the total composition C4H8N4O in a non-equilibrium geometry, with properties calculated with wB97M-V/def2-TZVPD.

The calculation puts the energy relative to the best compared isomer or geometry (same formula, charge and spin) at 66.7 kcal per mole. The gap between HOMO and LUMO is 0.3268 hartree. For the total energy, the calculation gives -451.41194 Ha. Its spin multiplicity is 1.

Each line ends with the Mulliken charge.
Cartesian coordinates (Å):
C 0.913 -1.629 -0.837  0.117
H 0.029 1.222 -2.534  0.267
H -1.530 -1.385 0.512  0.266
N 0.530 1.129 -1.666  -0.494
C 0.417 0.420 0.654  0.573
C -0.147 0.367 -0.728  0.440
H -2.491 -1.671 -0.853  0.261
H 2.420 0.384 0.023  0.388
N -1.234 -0.208 -1.118  -0.444
H 2.160 0.486 1.841  0.294
N -0.515 0.377 1.686  -0.488
O 0.317 -2.423 -0.265  -0.226
H -1.396 0.818 1.474  0.259
N -1.993 -0.983 -0.303  -0.502
H -0.143 0.657 2.582  0.243
C 1.740 0.450 0.849  -1.197
H 0.922 1.988 -1.318  0.243

Cartesian forces, eV/Å:
C 0.0 -2.3 0.2
H 0.0 0.0 0.0
H -0.1 0.1 -0.2
N 0.4 0.1 -0.2
C 0.3 0.3 0.1
C -1.3 0.6 0.1
H 0.1 0.1 0.1
H 0.1 0.0 -0.2
N 0.4 0.6 -0.2
H 0.0 0.0 0.2
N 0.0 0.0 0.1
O 0.8 0.5 -0.6
H -0.1 0.0 0.0
N -0.2 -0.2 0.5
H -0.1 0.0 -0.1
C -0.3 0.1 0.1
H 0.0 0.0 0.0



Below is 4 unconnected molecules or ions with the total composition C20H22BINO2P in a non-equilibrium geometry, with properties calculated with wB97M-V/def2-TZVPD.

The gap between HOMO and LUMO is 0.3137 hartree. Its SMILES is CP(O)B(I)N=C=O.c1ccccc1.c1ccccc1.c1ccccc1. For the total energy, the calculation gives -1644.49587 Ha. Its spin multiplicity is 1.

Each line ends with the Mulliken charge.
Cartesian coordinates (Å):
H 0.753 -0.142 -1.664  0.376
H -0.982 -3.434 5.907  0.377
H 0.613 -0.387 -4.120  0.377
P -0.647 -2.754 0.235  0.206
C 3.902 0.798 -2.484  -0.539
C 1.478 5.425 -5.082  -0.382
O -0.635 -4.233 -0.517  -0.516
I 2.138 -4.264 1.909  -0.021
B 0.717 -2.698 1.549  0.266
H 4.680 0.898 -4.482  0.389
C 1.949 4.167 -4.732  -0.515
C 0.104 5.460 -3.111  -0.387
C -4.651 -2.243 5.988  -0.334
C -2.942 -3.772 6.710  -0.359
C 0.578 4.204 -2.759  -0.461
C -2.403 -2.006 5.172  -0.332
H 2.577 0.129 -5.527  0.378
C 0.552 6.070 -4.274  -0.439
C 2.639 0.237 -4.452  -0.406
H -0.654 -4.037 -1.454  0.314
H 4.825 1.129 -2.025  0.379
H -4.027 -0.718 4.616  0.363
H 0.181 7.049 -4.550  0.357
H -0.616 5.965 -2.478  0.361
H 1.861 2.574 -3.302  -0.011
H -2.906 -3.377 0.874  0.360
H -1.678 -1.486 4.558  0.538
C -3.723 -1.575 5.203  -0.495
C -2.012 -3.102 5.928  -0.436
H 0.230 3.728 -1.851  0.388
C -2.201 -2.654 1.266  -0.819
C 1.497 3.555 -3.571  0.384
C 2.800 0.504 -1.692  -0.295
C 1.615 0.082 -2.281  -0.233
H -2.638 -4.628 7.298  0.361
H 2.670 3.663 -5.363  0.366
O 1.783 0.354 1.180  -0.423
H -2.590 -1.651 1.146  0.287
H -1.964 -2.820 2.307  0.109
C 1.223 -0.558 1.619  0.582
C 3.822 0.667 -3.864  -0.392
H -5.680 -1.906 6.015  0.358
C -4.262 -3.344 6.738  -0.397
H -4.988 -3.869 7.346  0.356
C 1.535 -0.054 -3.661  -0.552
H 2.862 0.602 -0.619  0.528
N 0.787 -1.447 2.336  -0.378
H 1.833 5.903 -5.987  0.362

Cartesian forces, eV/Å:
H 0.0 0.0 0.0
H 0.0 0.0 0.0
H 0.0 0.0 0.0
P 0.0 0.4 -0.4
C 0.0 0.0 0.0
C 0.0 0.0 0.0
O -0.1 0.2 0.7
I -0.2 0.3 -0.1
B -0.3 -0.6 0.7
H 0.0 0.0 0.0
C 0.0 0.0 0.0
C 0.0 0.0 0.0
C 0.0 0.0 0.0
C 0.0 0.0 0.0
C 0.0 0.0 0.0
C 0.0 0.0 0.0
H 0.0 0.0 0.0
C 0.0 0.0 0.0
C 0.0 0.0 0.0
H 0.0 -0.2 -0.3
H 0.0 0.0 0.0
H 0.0 0.0 0.0
H 0.0 0.0 0.0
H 0.0 0.0 0.0
H 0.0 0.0 0.0
H -0.1 -0.1 0.1
H 0.0 0.0 0.0
C 0.0 0.0 0.0
C 0.0 0.0 0.0
H 0.0 0.0 0.0
C 0.9 0.0 -0.3
C 0.0 0.0 0.0
C 0.1 0.0 -0.1
C 0.0 0.0 0.0
H 0.0 0.0 0.0
H 0.0 0.0 0.0
O -0.4 0.2 -0.6
H -0.2 0.1 0.0
H -0.3 -0.2 0.2
C 0.7 0.9 1.8
C 0.0 0.0 0.0
H 0.0 0.0 0.0
C 0.0 0.0 0.0
H 0.0 0.0 0.0
C 0.0 0.0 0.0
H 0.1 0.1 -0.1
N -0.2 -1.2 -1.5
H 0.0 0.0 0.0



Below is 2 unconnected molecules or ions with the total composition C7H11BO3 in a non-equilibrium geometry, with properties calculated with wB97M-V/def2-TZVPD.

The calculation puts the energy relative to the best compared isomer or geometry (same formula, charge and spin) at 109.8 kcal per mole. The gap between HOMO and LUMO (alpha / beta) is 0.2539 / 0.2750 hartree. For the total energy, the calculation gives -523.83872 Ha. Its spin multiplicity is 1.

Each line ends with the Mulliken charge.
Cartesian coordinates (Å):
H -2.712 1.143 1.735  0.253
C -0.600 0.230 1.371  -0.082
H -0.396 -0.082 2.395  0.410
O 0.759 2.197 -0.686  -0.408
H 3.169 -0.970 1.461  0.328
O 2.367 -1.784 -0.378  -0.627
H -3.793 0.291 -0.101  0.327
H -0.201 -1.570 -1.406  0.447
B 1.588 -0.884 0.449  0.629
C 1.648 1.239 -0.950  -0.622
H -0.143 1.302 1.410  0.220
O 2.289 -0.523 1.541  -0.537
H 1.619 0.607 -1.778  0.416
C -0.691 -0.935 -0.815  -0.464
C -2.039 0.493 1.109  -0.674
C -0.036 -0.668 0.402  -0.042
H 2.589 1.159 -0.409  0.410
C -1.992 -0.565 -1.068  -0.617
C -2.685 0.144 0.000  -0.171
H -2.530 -0.902 -2.068  0.255
H -0.008 2.138 -1.142  0.297
H 1.799 -2.060 -1.073  0.250

Cartesian forces, eV/Å:
H 1.3 -0.8 0.1
C -0.9 2.6 1.2
H -0.2 -0.2 0.2
O 3.9 0.9 2.6
H -1.0 0.7 0.3
O -1.0 1.7 1.2
H 1.3 0.2 0.1
H 1.8 -2.2 -2.9
B -1.0 -2.0 -0.6
C 0.9 -0.6 1.1
H -0.1 -1.5 -0.4
O 1.5 0.0 0.9
H -0.7 -0.5 -1.5
C -1.7 1.6 3.1
C -1.8 1.3 1.1
C 3.3 0.0 -2.1
H -0.5 0.9 0.2
C -1.2 -0.6 -1.5
C -1.1 -1.0 -1.7
H 1.1 0.8 2.4
H -3.7 -0.6 -2.5
H -0.4 -0.7 -1.2



Below is 20 unconnected molecules or ions with the total composition C8H46F10NO19, with properties calculated with wB97M-V/def2-TZVPD.

The gap between HOMO and LUMO is 0.3550 hartree. For the total energy, the calculation gives -2815.16258 Ha. The total charge is +1. Its spin multiplicity is 1.

Each line ends with the Mulliken charge.
Cartesian coordinates (Å):
O -1.812 -3.604 -5.146  -0.618
H 3.827 -1.207 0.619  0.393
O -0.271 7.130 3.075  -0.626
O 1.834 -4.179 -0.790  -0.565
O -1.806 4.210 0.294  -0.606
H -1.021 -0.224 -4.043  0.252
H 0.759 0.656 -7.003  0.319
H 1.251 -4.565 -1.453  0.227
H 5.153 2.362 3.273  0.298
O 6.107 2.231 3.265  -0.631
H 7.121 4.635 5.750  0.299
F -3.847 -0.754 1.670  -0.203
O 1.709 0.494 -7.031  -0.649
H 1.904 0.313 -1.215  0.295
H -3.607 -4.201 2.002  0.309
C -2.890 -1.219 0.884  0.390
O -1.218 -0.544 -4.927  -0.637
H -1.180 -4.215 -4.752  0.304
H -1.806 -1.299 -4.784  0.338
H -1.640 -3.670 -6.092  0.315
H 2.476 -0.305 2.478  0.476
O -3.873 2.512 -1.987  -0.600
N 1.128 -1.498 -0.330  0.343
H 2.059 -2.813 4.297  0.297
O -4.167 5.583 -1.796  -0.603
H -7.085 -0.429 3.674  0.294
C 2.285 -0.649 -0.884  -0.284
H -3.997 4.641 -1.905  0.293
H 1.439 -2.465 -0.561  0.218
O 0.958 4.508 1.172  -0.542
F -3.438 -1.799 -0.172  -0.200
C -1.093 -0.220 -0.835  1.079
H 0.023 4.422 0.926  0.337
H 1.402 4.721 0.346  0.274
C -1.946 -0.047 0.465  0.551
H 2.594 -6.633 1.412  0.313
H -3.270 1.763 -2.022  0.277
H 3.416 -5.597 2.164  0.301
F -1.968 -0.229 -1.865  -0.308
H 2.011 2.477 2.342  0.230
H 0.297 -1.616 1.723  0.330
H 5.853 3.863 6.098  0.299
H 0.988 -0.967 -5.055  0.352
H -3.549 6.035 -2.379  0.328
C -0.183 -1.477 -1.028  0.070
H 6.462 3.054 3.625  0.348
O -5.576 1.463 3.043  -0.628
H 1.905 -2.315 1.425  0.409
H 0.404 6.442 3.093  0.319
O -7.845 -0.949 3.947  -0.627
H -4.914 1.900 2.498  0.287
F 0.143 -1.537 -2.318  -0.272
O 2.866 2.693 2.729  -0.546
O 3.118 -5.835 1.281  -0.604
H 2.224 -1.492 -5.742  0.288
F -0.324 0.862 -0.959  -0.281
C 1.233 -1.487 1.187  -0.698
H 2.523 -4.838 -0.626  0.266
O 1.803 -1.453 -4.874  -0.621
O 2.612 -2.061 4.060  -0.577
O 1.969 -4.448 -5.104  -0.643
H -8.510 -0.286 4.161  0.320
H 2.768 -1.238 -1.659  0.350
F -2.184 -2.125 1.572  -0.186
O -4.346 -4.731 2.311  -0.641
H 2.404 -4.472 -5.961  0.299
F -1.148 0.242 1.496  -0.186
H -4.587 2.282 -2.592  0.288
H 2.086 1.138 -6.422  0.325
H -2.582 3.991 0.820  0.264
H 1.763 -3.517 -4.940  0.382
H 3.674 0.549 0.235  0.426
H -5.036 -4.100 2.542  0.330
F -0.827 -2.591 -0.701  -0.274
C 3.143 -0.396 0.364  -1.053
H -0.920 6.798 2.446  0.305
H -2.160 4.374 -0.588  0.249
F 1.432 0.940 1.226  -0.318
H -5.288 0.546 3.070  0.375
O 6.426 4.095 5.361  -0.602
F -2.714 1.024 0.224  -0.239
H 2.645 3.224 3.501  0.321
H 2.883 -1.688 4.907  0.287
C 2.088 -0.269 1.461  0.231

Cartesian forces, eV/Å:
O 0.1 0.1 0.1
H 0.1 0.1 -0.2
O 0.0 -0.2 0.0
O -0.3 0.3 -0.2
O 0.0 -0.2 0.0
H -0.1 0.1 0.0
H 0.0 0.0 -0.1
H 0.1 -0.1 -0.1
H 0.0 0.0 -0.1
O -0.1 -0.1 -0.2
H 0.0 0.0 0.0
F 0.0 0.1 0.0
O -0.1 0.0 0.1
H -0.1 -0.3 -0.3
H 0.0 0.0 0.0
C 0.2 0.0 0.0
O 0.1 0.1 0.1
H 0.0 0.0 -0.1
H 0.2 -0.2 -0.2
H 0.0 0.0 0.0
H 0.0 0.2 -0.1
O 0.0 0.0 0.0
N 0.1 -0.9 0.0
H 0.0 0.0 0.1
O 0.2 0.0 0.2
H -0.1 0.1 0.0
C 0.2 0.2 0.6
H -0.1 -0.2 -0.2
H 0.0 -0.4 -0.1
O -0.3 -0.2 0.0
F 0.0 0.0 0.0
C -0.1 -0.3 0.1
H 0.0 0.0 0.0
H 0.1 0.1 0.1
C -0.2 0.1 0.0
H 0.1 0.0 0.0
H 0.0 0.1 0.0
H 0.1 0.0 -0.1
F 0.0 -0.1 0.0
H 0.1 0.3 -0.2
H -0.1 0.2 -0.3
H 0.0 -0.1 0.0
H -0.1 -0.1 -0.1
H -0.1 0.0 -0.1
C 0.5 0.5 0.1
H -0.1 -0.2 0.2
O 0.0 -0.1 0.0
H -0.4 -0.1 0.1
H 0.0 0.1 -0.1
O 0.1 0.0 0.0
H -0.1 0.1 0.0
F -0.1 0.0 -0.3
O 0.1 -0.2 0.4
O -0.1 0.0 0.0
H 0.0 0.3 0.0
F 0.1 0.2 0.0
C 0.3 0.4 0.2
H 0.0 0.1 0.3
O 0.0 -0.3 0.1
O -0.2 -0.1 0.0
O -0.2 -0.1 0.2
H 0.0 -0.1 0.0
H -0.1 0.3 -0.1
F 0.0 -0.1 0.0
O 0.0 0.0 0.0
H 0.0 0.0 0.0
F 0.1 -0.1 0.1
H 0.0 0.1 0.0
H 0.0 0.0 -0.1
H 0.0 0.1 0.0
H 0.1 0.2 -0.1
H 0.2 -0.2 0.2
H 0.0 -0.1 0.0
F -0.2 -0.1 0.2
C -0.3 0.3 0.1
H 0.0 0.1 0.0
H 0.0 0.2 0.1
F -0.5 -0.5 0.1
H 0.1 0.1 0.0
O 0.1 0.2 0.2
F -0.1 0.1 -0.1
H 0.1 0.1 -0.1
H 0.1 0.0 -0.1
C 0.6 0.1 -0.1



Below is 9 unconnected molecules or ions with the total composition C37H58Cl16F3N2O3PS in a non-equilibrium geometry, with properties calculated with wB97M-V/def2-TZVPD.

The gap between HOMO and LUMO is 0.2278 hartree. Its SMILES is CC(=O)NCCCCc1c(CCCCN)cc2c(c1[PH2]=S)C(=O)C(C(F)(F)F)=CC2=O.ClCCCl.ClCCCl.ClCCCl.ClCCCl.ClCCCl.ClCCCl.ClCCCl.ClCCCl. For the total energy, the calculation gives -10181.47769 Ha. Its spin multiplicity is 1.

Each line ends with the Mulliken charge.
Cartesian coordinates (Å):
Cl 0.258 3.681 5.999  -0.233
C 7.636 -1.566 -0.904  -0.468
C 2.194 4.881 -2.725  -0.001
H -0.264 -0.122 -5.544  0.259
H -4.300 6.378 0.495  0.285
H -1.545 2.306 -3.901  0.302
H 8.518 -3.431 -1.597  0.306
H -5.624 1.223 0.884  0.205
C -1.950 1.891 -1.586  1.313
O -2.093 4.209 0.647  -0.438
H 0.705 1.555 -2.138  0.007
H 5.880 5.125 1.483  0.349
H -5.711 -1.864 0.795  0.363
P 0.171 -0.085 0.511  0.356
Cl -2.205 5.316 10.331  -0.194
C 2.693 -0.392 -5.492  -0.287
H 1.382 -0.408 1.266  0.192
H -3.886 2.429 -0.503  0.050
Cl 3.443 6.709 1.496  -0.193
C -0.098 3.560 10.393  -0.390
C -1.010 4.331 9.452  -0.305
C 3.494 -0.686 -4.092  0.030
H 2.819 -0.567 -3.120  -0.142
H 2.918 4.834 -1.906  -0.262
H 5.258 3.492 1.779  0.305
H -1.574 3.633 8.827  0.237
F 2.248 -6.878 1.909  -0.233
N -3.238 4.195 -1.628  -0.311
H -2.132 0.859 -1.015  -1.030
O -0.454 -6.491 -2.818  -0.555
H -6.433 -0.809 -0.432  0.032
Cl 1.646 -12.174 0.930  -0.186
H -11.023 0.232 -0.761  0.358
Cl -8.682 0.252 -0.877  -0.168
C -5.644 -0.879 0.322  -0.411
H 2.233 -9.512 1.938  0.295
C -3.383 2.687 -1.555  -0.428
C -1.466 1.442 -3.116  -0.587
H -0.687 4.841 4.171  0.323
C 1.613 -1.545 -5.930  -0.539
C -2.803 4.806 -0.314  0.444
H -10.214 2.264 0.555  0.302
C 0.024 -1.757 -3.830  0.485
H 0.527 2.868 9.821  0.279
H -4.099 2.242 -2.368  0.420
C -5.798 0.242 1.337  0.041
Cl 0.846 2.829 2.739  -0.113
H -2.139 0.518 -3.456  0.331
H 6.807 -1.222 -0.277  0.305
H -11.401 1.274 1.421  0.314
Cl 4.796 4.207 -0.405  -0.167
H 3.518 4.356 -4.341  0.456
H -0.442 4.995 8.793  0.248
C -0.029 -3.965 -2.091  0.204
H -0.095 -4.161 -4.542  0.298
H -2.397 6.872 0.604  0.270
H 8.045 -3.421 0.111  0.305
Cl 7.386 -0.927 -2.549  -0.185
C 0.011 -2.953 -0.760  -0.003
H 3.943 -11.720 0.618  0.317
C -0.706 2.739 3.609  -0.408
S -1.411 -0.021 1.642  -0.131
O -0.483 -3.202 1.845  -0.540
C 0.067 -1.294 -0.963  0.229
H 3.560 -2.647 -3.383  0.263
H -6.811 0.233 1.750  0.008
H 3.897 5.049 3.088  0.377
C 1.183 -5.849 2.191  0.686
N 4.153 -2.047 -4.004  -0.639
H -10.301 -0.823 0.466  0.293
Cl 2.930 2.313 -3.353  -0.079
H 5.054 -1.909 -3.454  0.168
C 0.064 -0.710 -2.530  0.302
H -4.229 4.554 -1.772  0.317
H 8.558 -1.113 -0.526  0.344
H -0.670 2.978 11.122  0.318
Cl -4.092 -0.790 -0.548  -0.019
C 3.062 -9.855 1.311  -0.397
C 0.101 0.892 -2.915  0.158
C 5.017 4.466 1.344  -0.455
F 0.039 -6.536 2.889  -0.244
C 2.598 3.981 -3.882  -0.702
C -0.042 -3.416 -3.637  -0.855
C -0.042 -5.625 -1.887  0.124
Cl 0.592 4.456 -2.071  -0.069
H 4.338 0.150 -3.993  0.335
H 2.131 5.919 -3.065  0.355
H 3.983 -9.403 1.689  0.313
C -3.250 6.388 -0.041  -1.038
C 0.060 -1.239 -5.413  -0.801
C -10.388 1.283 1.008  -0.411
C 7.760 -3.081 -0.889  -0.443
H -1.873 3.851 5.037  0.361
H 0.397 1.277 0.009  0.031
H 3.471 -11.710 2.326  0.314
C 3.185 -11.370 1.326  -0.447
H 0.627 1.088 -3.965  -0.515
C -0.860 3.860 4.624  -0.512
Cl -4.679 0.062 2.712  -0.196
C 0.590 -5.255 0.780  0.179
C 3.769 5.032 2.002  -0.131
H 3.518 -0.360 -6.351  0.399
Cl 6.220 -3.885 -1.286  -0.156
H 1.651 -1.669 -7.095  0.336
H -1.060 2.514 -1.141  -0.343
F 1.751 -4.787 3.060  -0.224
H 1.974 -2.574 -5.455  0.263
Cl 2.812 -9.217 -0.333  -0.192
H -0.773 1.754 4.082  0.380
Cl -9.270 1.104 2.383  -0.178
H 2.159 0.658 -5.472  0.027
H 0.976 -7.270 -0.362  0.106
H -3.361 6.891 -1.093  0.325
H -0.676 -1.962 -5.993  0.410
C -0.005 -3.697 0.701  0.206
H 1.824 3.944 -4.654  0.323
H -1.496 2.809 2.855  0.200
C -10.234 0.162 -0.007  -0.497
Cl 1.007 4.633 11.287  -0.189
C 0.557 -6.155 -0.427  -0.292
H 2.884 4.430 1.773  -0.104

Cartesian forces, eV/Å:
Cl 0.1 0.0 0.1
C 0.1 -0.1 0.3
C 0.3 0.1 -0.2
H 0.7 -2.2 0.3
H 2.3 0.1 -1.0
H 0.3 -1.6 1.6
H -0.2 0.1 0.1
H 0.1 -0.2 0.1
C -0.4 -0.7 -1.2
O -4.0 2.8 -5.9
H -1.5 -1.7 -1.6
H -0.3 -0.1 -0.1
H 0.1 0.2 0.0
P -0.3 0.2 0.3
Cl 0.0 0.0 0.0
C 0.4 -0.4 -0.6
H -0.7 0.1 -1.0
H 1.1 0.4 -2.2
Cl 0.0 0.0 -0.1
C -0.2 -0.2 -0.2
C 0.2 -0.2 -0.2
C 0.0 1.2 0.9
H 1.0 0.1 -2.2
H -0.3 0.0 -0.2
H -0.1 0.1 -0.1
H 0.1 0.1 0.1
F -3.5 3.4 1.3
N -1.2 0.3 3.1
H 0.6 2.5 -1.0
O 2.7 5.5 5.7
H 0.2 0.0 0.3
Cl 0.0 0.0 0.0
H 0.1 0.1 0.1
Cl -0.1 0.1 0.0
C -0.3 0.0 0.1
H 0.1 -0.1 -0.2
C 0.5 -1.7 1.6
C 0.0 -0.7 1.4
H 0.1 -0.3 0.1
C 0.2 -0.1 0.3
C 2.1 -1.4 3.5
H 0.1 -0.3 0.1
C -0.4 -1.6 2.5
H -0.1 0.2 0.0
H 1.4 1.2 1.3
C -0.2 -0.1 -0.2
Cl 0.1 0.0 0.0
H 1.4 2.1 0.6
H 0.1 -0.1 -0.2
H 0.2 -0.1 -0.1
Cl 0.1 -0.1 0.0
H -0.1 0.0 0.2
H -0.1 -0.1 0.2
C 0.0 2.0 -0.9
H 0.1 1.6 2.0
H -1.9 -1.0 -1.3
H -0.1 0.1 -0.1
Cl 0.0 0.0 0.0
C 0.1 0.6 -2.7
H -0.2 0.1 0.1
C -0.5 0.0 0.3
S 0.3 -0.2 -0.2
O 3.1 -2.7 -7.2
C 0.2 -2.9 -4.1
H 0.7 0.7 -0.8
H 0.2 -0.1 -0.2
H 0.0 0.0 -0.2
C -0.5 -0.1 0.3
N 0.2 0.8 1.3
H 0.1 0.3 0.0
Cl 0.3 0.4 0.1
H -1.5 -0.4 -1.0
C 0.2 -3.1 -0.1
H 1.8 -0.1 0.0
H -0.1 -0.1 -0.1
H 0.1 0.2 -0.1
Cl -0.1 -0.1 -0.1
C 0.0 -0.1 0.4
C -0.5 -0.1 -0.8
C 0.0 0.1 0.4
F 4.2 2.1 -1.8
C -0.1 0.4 0.0
C 0.1 3.2 4.3
C -1.1 -2.2 -2.4
Cl 0.0 0.0 0.0
H -1.8 -1.9 -0.3
H 0.0 -0.2 0.0
H -0.1 -0.1 -0.1
C 0.2 -1.3 -1.0
C 0.6 -1.4 1.0
C -0.2 0.0 -0.2
C 0.2 0.1 0.1
H 0.2 -0.1 -0.1
H 0.3 -1.5 -0.1
H -0.1 0.1 -0.1
C 0.2 0.1 0.0
H -0.9 -1.0 2.5
C -0.2 0.0 -0.4
Cl 0.0 0.0 0.0
C 0.1 -1.8 -3.7
C 0.1 -0.3 0.1
H -1.7 0.0 1.9
Cl 0.0 0.0 0.0
H -0.3 0.3 2.2
H -2.1 -1.2 -0.5
F -1.9 -4.0 -2.8
H -0.8 2.2 -1.1
Cl 0.0 -0.1 -0.1
H 0.1 0.2 -0.1
Cl 0.0 0.0 0.0
H 1.2 -2.1 0.1
H -1.1 2.7 -0.2
H 0.2 -0.7 2.1
H 1.5 1.7 1.2
C -1.6 1.0 4.4
H 0.1 0.0 0.2
H 0.2 0.1 0.1
C -0.4 0.0 0.2
Cl 0.0 0.0 0.0
C 0.0 2.3 2.6
H 0.2 0.2 0.0